1.
Density functional theory data (ωB97M-V/def2-TZVPD) for 3 unconnected molecules or ions with the total composition C11H24BN5O6.

Element x y z (Å)
C1 -0.78 2.70 -3.57
C2 -0.94 1.62 -2.79
C3 0.13 1.04 -1.88
B1 1.23 0.44 -2.85
N1 1.29 -0.96 -3.16
O1 2.13 1.29 -3.46
C4 -0.43 0.08 -0.81
C5 0.27 0.63 0.43
C6 -0.05 0.01 1.77
C7 0.54 0.76 2.99
C8 1.87 1.46 2.69
N2 2.65 1.66 3.93
N3 0.07 2.10 0.31
C9 0.64 2.26 -1.02
O2 1.39 3.14 -1.35
H1 0.16 3.21 -3.63
H2 -1.58 3.09 -4.16
H3 -1.90 1.13 -2.82
H4 2.21 -1.20 -3.50
H5 1.09 -1.57 -2.38
H6 2.47 0.86 -4.24
H7 -1.50 0.23 -0.82
H8 -0.22 -0.97 -0.96
H9 1.32 0.45 0.24
H10 0.39 -0.98 1.76
H11 -1.12 -0.12 1.86
H12 0.74 0.08 3.80
H13 -0.17 1.51 3.30
H14 1.65 2.42 2.26
H15 2.45 0.92 1.95
H16 3.52 1.14 3.88
H17 2.93 2.63 3.99
H18 -0.94 2.20 0.17
C10 0.33 -4.59 -4.00
N4 -0.59 -4.31 -2.87
O3 -1.59 -4.98 -2.78
O4 -0.28 -3.41 -2.13
H19 -0.07 -5.41 -4.58
H20 0.41 -3.68 -4.59
H21 1.30 -4.85 -3.57
C11 -3.29 0.00 5.17
N5 -2.66 -0.66 3.99
O5 -3.27 -0.66 2.95
O6 -1.56 -1.15 4.17
H22 -4.25 0.39 4.87
H23 -3.39 -0.75 5.95
H24 -2.62 0.79 5.49

Output
- E_HOMO (eV) = -8.889
- SMILES = C=C[C@]1(B(N)O)C[C@H](CCCN)NC1=O.C[N+](=O)[O-].C[N+](=O)[O-]
- E (a.u.) = -1183.47246
- maximum force (eV Å⁻¹) = 1.457
- HOMO-LUMO gap (Eh) = 0.332

2.
Density functional theory data (ωB97M-V/def2-TZVPD) for a molecular structure, C19H23BCuN4O6.

Element x y z (Å)
Cu1 -0.18 0.27 -0.18
C1 0.55 -2.62 -0.60
C2 1.89 -2.13 -0.02
N1 1.93 -0.67 0.13
C3 2.45 -0.14 1.39
C4 1.34 0.56 2.23
N2 0.03 -0.03 1.95
C5 -0.16 -1.43 2.35
C6 -0.99 -2.21 1.32
N3 -0.59 -1.90 -0.05
H1 0.54 -2.45 -1.68
H2 0.48 -3.70 -0.43
H3 2.06 -2.58 0.95
H4 2.69 -2.48 -0.67
H5 2.33 -0.22 -0.68
H6 2.90 -0.94 1.98
H7 3.23 0.59 1.21
H8 1.61 0.51 3.29
H9 1.28 1.61 1.94
H10 -0.72 0.56 2.30
H11 0.82 -1.89 2.46
H12 -0.64 -1.50 3.33
H13 -0.91 -3.28 1.54
H14 -2.04 -1.92 1.42
H15 -1.37 -1.94 -0.69
O1 -1.60 -0.71 -2.51
C7 -0.57 -0.13 -2.86
O2 0.33 0.35 -2.06
C8 -0.25 -0.02 -4.33
C9 -1.28 -0.14 -5.25
C10 -1.02 -0.09 -6.61
C11 0.29 0.07 -7.02
C12 1.34 0.19 -6.13
C13 1.06 0.15 -4.77
N4 0.58 0.12 -8.47
O3 1.74 0.29 -8.81
O4 -0.36 0.05 -9.24
H16 -2.29 -0.29 -4.89
H17 -1.80 -0.18 -7.35
H18 2.34 0.31 -6.50
H19 1.84 0.27 -4.04
O5 -2.77 2.00 -0.05
B1 -1.36 1.98 -0.10
O6 -0.89 3.30 -0.13
C14 -2.00 4.11 -0.13
C15 -2.06 5.49 -0.16
C16 -3.33 6.06 -0.14
C17 -4.48 5.27 -0.09
C18 -4.39 3.88 -0.06
C19 -3.13 3.33 -0.08
H20 -1.16 6.09 -0.19
H21 -3.43 7.14 -0.16
H22 -5.45 5.74 -0.08
H23 -5.28 3.25 -0.03

Output
- E_HOMO (alpha / beta) (eV) = -7.704 / -8.431
- E (a.u.) = -3073.61539
- 2S+1 = 2
- maximum force (eV Å⁻¹) = 0.458
- ΔE to the lowest compared entry with this formula, charge and spin (eV) = 0.022
- HOMO-LUMO gap (alpha / beta) (Eh) = 0.277 / 0.303

3.
Density functional theory data (ωB97M-V/def2-TZVPD) for a molecular structure, C22H17Cl2N3O8Tc.

Element x y z (Å)
Tc1 -0.18 0.25 0.18
O1 5.46 2.36 2.10
C1 4.32 1.74 1.73
C2 4.30 0.70 0.81
C3 3.09 0.13 0.49
N1 1.95 0.56 1.03
C4 1.97 1.55 1.92
C5 3.13 2.17 2.31
C6 0.61 1.89 2.48
O2 0.47 2.66 3.39
O3 -0.36 1.21 1.90
C7 2.94 -1.05 -0.45
O4 3.91 -1.44 -1.08
O5 1.75 -1.52 -0.46
H1 6.21 1.99 1.62
H2 5.20 0.31 0.34
H3 3.11 2.97 3.04
C8 -0.33 -3.33 2.65
C9 -1.69 -3.46 2.92
C10 -2.58 -2.57 2.35
C11 -2.11 -1.56 1.52
N2 -0.79 -1.46 1.27
C12 0.08 -2.31 1.82
C13 -2.93 -0.55 0.85
C14 -4.32 -0.51 0.89
C15 -5.00 0.49 0.23
C16 -4.29 1.46 -0.48
C17 -2.91 1.43 -0.52
C18 -2.22 0.42 0.14
H4 0.39 -4.00 3.08
H5 -2.05 -4.24 3.57
H6 -3.64 -2.65 2.54
H7 1.12 -2.17 1.55
H8 -4.88 -1.26 1.44
H9 -6.08 0.53 0.26
H10 -4.83 2.25 -0.99
H11 -2.36 2.19 -1.07
C19 -1.19 -1.13 -3.94
C20 -0.33 -1.26 -2.72
N3 0.66 -2.13 -2.74
O6 -0.60 -0.56 -1.72
H12 -1.75 -2.05 -4.09
H13 -0.58 -0.94 -4.82
H14 -1.89 -0.31 -3.80
H15 0.88 -2.62 -3.60
H16 1.29 -2.15 -1.92
Cl1 -0.32 2.31 -3.79
C21 1.19 2.51 -2.86
Cl2 2.19 1.05 -2.95
C22 0.85 2.86 -1.41
O7 1.16 3.96 -1.00
O8 0.25 1.94 -0.72
H17 1.74 3.32 -3.31

Output
- E_HOMO (alpha / beta) (eV) = -8.871 / -9.168
- E (a.u.) = -2616.07983
- 2S+1 = 4
- maximum force (eV Å⁻¹) = 0.273
- ΔE to the lowest compared entry with this formula, charge and spin (eV) = 0.013
- HOMO-LUMO gap (alpha / beta) (Eh) = 0.314 / 0.290

4.
Density functional theory data (ωB97M-V/def2-TZVPD) for a molecular structure, C54H45BrIN7O2P2ReS.

Element x y z (Å)
Re1 -0.34 -0.52 -0.62
N1 -2.22 -2.68 2.85
C1 -1.97 -2.22 1.60
S1 -0.69 -2.83 0.67
N2 -2.80 -1.26 1.18
N3 -2.41 -0.75 0.02
C2 -3.30 -0.15 -0.68
C3 -2.86 0.43 -1.92
C4 -3.72 0.98 -2.86
C5 -3.21 1.46 -4.04
C6 -1.84 1.41 -4.26
C7 -1.03 0.86 -3.29
N4 -1.52 0.37 -2.13
H1 -1.81 -3.56 3.10
H2 -3.11 -2.43 3.25
H3 -4.33 -0.14 -0.36
H4 -4.78 1.00 -2.64
H5 -3.87 1.88 -4.80
H6 -1.39 1.78 -5.18
H7 0.03 0.78 -3.45
C8 -5.74 -0.97 6.54
O1 -5.38 0.39 6.84
C9 -4.15 0.80 6.58
C10 -3.18 0.03 5.92
C11 -1.93 0.56 5.69
C12 -1.61 1.85 6.16
C13 -2.58 2.60 6.85
C14 -3.84 2.10 7.03
N5 -0.34 2.41 6.11
N6 0.59 1.99 5.44
C15 0.71 1.29 4.28
C16 1.74 0.33 4.18
C17 1.85 -0.49 3.08
C18 0.97 -0.32 1.99
O2 0.94 -1.08 0.97
C19 0.07 0.80 2.00
N7 -0.58 1.02 0.83
C20 -1.40 2.06 0.75
C21 -1.61 2.92 1.83
C22 -0.96 2.71 3.01
C23 -0.09 1.62 3.12
H8 -6.77 -1.08 6.88
H9 -5.10 -1.67 7.08
H10 -5.70 -1.16 5.47
H11 -3.39 -0.98 5.61
H12 -1.18 -0.04 5.19
H13 -2.32 3.58 7.23
H14 -4.61 2.67 7.53
H15 2.41 0.20 5.03
H16 2.60 -1.27 3.02
H17 -1.89 2.23 -0.19
H18 -2.29 3.76 1.71
H19 -1.09 3.39 3.85
C24 2.61 0.93 -2.82
P1 2.01 0.29 -1.18
C25 3.39 -0.78 -0.69
C26 4.68 -0.24 -0.57
C27 5.74 -1.06 -0.22
C28 5.55 -2.42 -0.01
C29 4.28 -2.96 -0.17
C30 3.21 -2.14 -0.49
C31 2.18 1.86 -0.24
C32 1.37 2.92 -0.65
C33 1.42 4.15 0.00
C34 2.28 4.33 1.08
C35 3.07 3.27 1.51
C36 3.02 2.04 0.86
P2 2.27 0.01 -4.39
C37 3.40 -1.42 -4.31
C38 4.69 -1.36 -3.77
C39 5.53 -2.47 -3.83
C40 5.10 -3.64 -4.45
C41 3.83 -3.70 -5.02
C42 2.99 -2.59 -4.94
C43 3.22 1.07 -5.56
C44 3.57 0.51 -6.79
C45 4.28 1.26 -7.72
C46 4.62 2.58 -7.45
C47 4.25 3.14 -6.24
C48 3.55 2.40 -5.30
H20 3.68 1.09 -2.71
H21 2.15 1.91 -2.93
H22 4.86 0.81 -0.76
H23 6.74 -0.63 -0.11
H24 6.38 -3.05 0.26
H25 4.12 -4.03 -0.03
H26 2.22 -2.58 -0.58
H27 0.69 2.79 -1.49
H28 0.79 4.96 -0.34
H29 2.33 5.29 1.58
H30 3.74 3.41 2.35
H31 3.63 1.23 1.23
H32 5.06 -0.45 -3.32
H33 6.53 -2.41 -3.41
H34 5.76 -4.50 -4.51
H35 3.50 -4.60 -5.53
H36 2.00 -2.63 -5.40
H37 3.31 -0.52 -7.01
H38 4.56 0.81 -8.67
H39 5.16 3.16 -8.18
H40 4.52 4.17 -6.02
H41 3.27 2.87 -4.36
Br1 -0.87 -4.20 -5.39
C49 -2.21 -4.03 -4.07
C50 -3.47 -4.55 -4.34
C51 -4.47 -4.47 -3.39
C52 -4.21 -3.91 -2.14
C53 -2.95 -3.40 -1.86
C54 -1.97 -3.44 -2.83
I1 -0.07 -2.58 -2.45
H42 -3.65 -5.01 -5.30
H43 -5.46 -4.86 -3.62
H44 -4.99 -3.88 -1.38
H45 -2.73 -3.02 -0.88

Output
- E_HOMO (alpha / beta) (eV) = -12.137 / -12.172
- E (a.u.) = -6648.92229
- 2S+1 = 2
- charge = +2
- maximum force (eV Å⁻¹) = 3.436
- ΔE to the lowest compared entry with this formula, charge and spin (eV) = 2.064
- HOMO-LUMO gap (alpha / beta) (Eh) = 0.228 / 0.197

5.
Density functional theory data (ωB97M-V/def2-TZVPD) for a molecular structure, C5H10N2O3.

Element x y z (Å)
C1 1.67 0.15 0.45
C2 -0.69 -0.33 1.45
C3 2.15 -1.20 0.19
C4 -1.81 0.23 -1.52
C5 -0.24 0.48 0.28
N1 -0.34 1.90 0.36
N2 -0.48 -0.17 -1.02
O1 -0.98 -1.60 1.13
O2 2.20 1.11 0.90
O3 -0.65 0.08 2.57
H1 1.65 -1.42 -0.85
H2 3.31 -1.26 0.09
H3 1.79 -1.96 0.90
H4 -2.08 -0.50 -2.30
H5 -2.53 0.38 -0.69
H6 -1.93 1.19 -1.88
H7 0.51 2.39 0.26
H8 -0.80 2.09 1.31
H9 0.25 0.12 -1.76
H10 -1.01 -1.68 0.12

Output
- E_HOMO (alpha / beta) (eV) = -5.575 / -10.195
- E (a.u.) = -531.57584
- 2S+1 = 3
- maximum force (eV Å⁻¹) = 3.935
- ΔE to the lowest compared entry with this formula, charge and spin (eV) = 0.000
- HOMO-LUMO gap (alpha / beta) (Eh) = 0.227 / 0.281

6.
Density functional theory data (ωB97M-V/def2-TZVPD) for a molecular structure, C5H10O.

Element x y z (Å)
C1 -2.03 -0.43 -0.32
C2 -1.20 0.59 0.64
C3 0.07 0.89 -0.10
C4 0.99 -0.27 -0.59
C5 2.21 -0.30 0.28
H1 -3.08 -0.34 0.22
H2 -2.02 0.03 -1.64
H3 -1.62 -1.70 -0.26
H4 -1.01 0.03 1.68
H5 -1.95 1.60 0.74
H6 0.51 -1.23 -0.52
H7 1.18 -0.02 -1.64
H8 2.95 -1.06 0.09
H9 1.78 -0.56 1.34
H10 2.76 0.68 0.43
O1 0.46 2.09 -0.34

Output
- E_HOMO (eV) = -9.586
- E (a.u.) = -271.63464
- maximum force (eV Å⁻¹) = 4.830
- ΔE to the lowest compared entry with this formula, charge and spin (eV) = 3.210
- HOMO-LUMO gap (Eh) = 0.380

7.
Density functional theory data (ωB97M-V/def2-TZVPD) for a molecular structure, C7H9ISi.

Element x y z (Å)
C1 1.95 2.04 0.61
C2 1.82 0.74 1.21
C3 1.00 2.41 -0.33
C4 0.94 -0.17 0.83
C5 0.07 1.45 -0.83
C6 0.04 0.17 -0.26
C7 -1.16 -2.83 -0.33
Si1 -1.35 -0.99 -0.70
I1 -3.92 0.63 0.75
H1 2.50 2.88 1.03
H2 2.54 0.55 2.04
H3 0.94 3.39 -0.67
H4 0.95 -1.13 1.29
H5 -0.78 1.61 -1.59
H6 -0.50 -3.19 0.60
H7 -2.11 -3.29 -0.40
H8 -0.86 -3.23 -1.28
H9 -2.04 -1.06 -1.99

Output
- E_HOMO (eV) = -8.268
- E (a.u.) = -859.26957
- maximum force (eV Å⁻¹) = 4.590
- ΔE to the lowest compared entry with this formula, charge and spin (eV) = 0.000
- HOMO-LUMO gap (Eh) = 0.260

8.
Density functional theory data (ωB97M-V/def2-TZVPD) for a molecular structure, C32H26BrClN4O7ReS2.

Element x y z (Å)
Re1 -0.07 -1.09 0.14
C1 -3.01 -0.35 3.40
C2 -2.32 -0.67 2.11
N1 -1.01 -0.55 1.96
N2 -0.23 -0.04 2.90
C3 0.93 0.33 2.38
O1 1.06 0.32 1.10
C4 2.06 0.68 3.24
C5 3.34 0.38 2.78
C6 4.42 0.55 3.62
C7 4.23 1.03 4.90
C8 2.96 1.38 5.34
C9 1.87 1.20 4.52
C10 -2.94 -1.02 0.88
C11 -4.30 -1.37 0.72
C12 -4.76 -1.75 -0.51
C13 -3.87 -1.75 -1.59
C14 -2.57 -1.37 -1.39
N3 -2.08 -1.02 -0.19
H1 -2.26 0.03 4.09
H2 -3.46 -1.24 3.83
H3 -3.79 0.39 3.24
H4 3.45 -0.03 1.78
H5 5.41 0.28 3.28
H6 5.07 1.12 5.57
H7 2.82 1.78 6.34
H8 0.87 1.44 4.84
H9 -4.93 -1.37 1.59
H10 -5.78 -2.07 -0.64
H11 -4.20 -2.05 -2.57
H12 -1.85 -1.35 -2.20
O2 1.22 -2.96 1.28
S1 0.57 -3.85 0.34
O3 0.11 -5.09 0.90
O4 -0.56 -3.09 -0.32
C15 1.60 -4.31 -1.05
C16 1.68 -5.67 -1.31
C17 2.37 -6.14 -2.41
C18 2.99 -5.24 -3.26
C19 2.91 -3.88 -3.01
C20 2.19 -3.41 -1.92
S2 2.09 -1.63 -1.71
O5 2.43 -1.33 -0.33
O6 2.94 -1.05 -2.70
O7 0.64 -1.28 -1.93
H13 1.18 -6.34 -0.62
H14 2.42 -7.20 -2.61
H15 3.54 -5.60 -4.12
H16 3.39 -3.15 -3.64
Br1 0.01 1.52 -3.70
C21 -1.81 1.41 -3.18
C22 -2.77 1.02 -4.10
C23 -4.08 0.94 -3.66
C24 -4.37 1.25 -2.34
C25 -3.33 1.64 -1.52
N4 -2.08 1.71 -1.92
H17 -2.49 0.81 -5.12
H18 -4.86 0.62 -4.34
H19 -5.38 1.19 -1.96
H20 -3.49 1.90 -0.48
Cl1 1.68 8.17 0.08
C26 1.42 6.47 -0.11
C27 0.12 5.97 -0.06
C28 -0.09 4.62 -0.21
C29 0.99 3.72 -0.44
C30 0.78 2.38 -0.65
C31 2.30 4.28 -0.47
C32 2.51 5.62 -0.31
H21 -0.71 6.65 0.09
H22 -1.10 4.23 -0.19
H23 1.59 1.72 -0.88
H24 -0.21 1.95 -0.61
H25 3.13 3.61 -0.62
H26 3.51 6.03 -0.34

Output
- E_HOMO (alpha / beta) (eV) = -6.483 / -6.042
- E (a.u.) = -5889.49722
- 2S+1 = 2
- maximum force (eV Å⁻¹) = 2.603
- ΔE to the lowest compared entry with this formula, charge and spin (eV) = 1.193
- HOMO-LUMO gap (alpha / beta) (Eh) = 0.122 / 0.120

9.
Density functional theory data (ωB97M-V/def2-TZVPD) for 2 unconnected molecules or ions with the total composition C5H16N3.

Element x y z (Å)
C1 -1.32 -2.49 -0.39
C2 -1.49 -2.39 -1.95
H1 -1.65 -1.54 0.03
H2 -2.01 -3.30 -0.14
H3 -0.38 -2.86 0.02
H4 -2.56 -2.56 -2.10
H5 -0.96 -3.15 -2.50
H6 -1.45 -1.36 -2.30
C3 2.17 1.16 0.96
C4 1.57 0.48 2.26
C5 0.16 1.57 -0.32
N1 1.30 0.92 -0.20
N2 -0.26 2.46 0.57
N3 -0.75 1.10 -1.24
H7 2.27 2.23 1.15
H8 3.09 0.64 0.71
H9 1.79 1.15 3.08
H10 1.94 -0.53 2.43
H11 1.46 0.14 -0.82
H12 0.15 2.73 1.44
H13 -1.15 2.88 0.35
H14 -1.72 1.05 -0.93
H15 -0.70 1.32 -2.23
H16 0.50 0.37 2.10

Output
- E_HOMO (eV) = -14.176
- E (a.u.) = -364.13438
- charge = +1
- maximum force (eV Å⁻¹) = 1.741
- ΔE to the lowest compared entry with this formula, charge and spin (eV) = 1.115
- HOMO-LUMO gap (Eh) = 0.402

10.
Density functional theory data (ωB97M-V/def2-TZVPD) for a gas-phase ion, C6H11N2O (charge +1).

Element x y z (Å)
C1 -2.44 0.91 -0.25
C2 -0.27 0.00 -0.07
C3 2.09 0.00 -0.36
C4 0.86 -2.28 -0.50
C5 -0.72 2.00 1.10
C6 0.88 -0.81 0.14
N1 -2.70 0.02 -1.06
N2 -1.05 0.90 0.26
O1 -2.07 -0.95 -1.42
H1 -3.08 1.58 0.25
H2 1.75 0.50 -1.25
H3 2.98 -0.57 -0.58
H4 2.25 0.78 0.34
H5 1.70 -2.86 -0.10
H6 0.98 -2.43 -1.60
H7 0.04 -2.72 -0.08
H8 -1.45 2.09 1.85
H9 0.25 1.94 1.57
H10 -0.68 2.97 0.61
H11 0.68 -1.07 1.16

Output
- E_HOMO (alpha / beta) (eV) = -13.799 / -14.624
- E (a.u.) = -419.49984
- charge = +1
- maximum force (eV Å⁻¹) = 2.705
- ΔE to the lowest compared entry with this formula, charge and spin (eV) = 6.995
- HOMO-LUMO gap (alpha / beta) (Eh) = 0.309 / 0.342

11.
Density functional theory data (ωB97M-V/def2-TZVPD) for a molecular structure, C12H28AgF6O8.

Element x y z (Å)
Ag1 -0.32 -1.41 0.07
C1 2.40 -0.14 -1.01
O1 1.51 0.66 -1.83
O2 1.83 -1.39 -0.87
C2 3.94 -0.03 -1.45
F1 4.58 -1.14 -1.08
F2 4.10 -0.08 -2.79
F3 4.68 1.03 -0.96
C3 1.75 2.05 -2.22
C4 0.45 2.47 -2.86
H1 0.28 1.81 -3.71
H2 -0.42 2.59 -2.21
H3 0.60 3.43 -3.35
H4 2.59 2.13 -2.91
H5 2.03 2.71 -1.40
H6 2.39 0.24 0.01
C5 -0.85 1.45 2.33
O3 0.04 2.61 2.25
O4 -0.40 0.41 1.48
C6 -1.26 1.22 3.82
F4 -1.90 2.30 4.38
F5 -2.24 0.31 3.73
F6 -0.32 0.71 4.62
C7 0.23 3.33 0.96
C8 1.22 4.45 1.24
H7 1.24 5.12 0.38
H8 0.87 5.10 2.05
H9 2.17 4.10 1.63
H10 -0.69 3.74 0.56
H11 0.70 2.66 0.23
H12 -1.83 1.78 1.97
C9 -1.13 -4.85 -0.57
O5 -0.75 -3.55 -1.06
H13 -2.13 -4.76 -0.15
H14 -1.10 -5.62 -1.34
H15 -0.67 -5.25 0.34
H16 -0.39 -3.72 -1.94
C10 -3.56 -0.85 0.52
O6 -2.63 -1.91 0.49
H17 -4.29 -0.97 -0.27
H18 -4.04 -0.86 1.50
H19 -3.09 0.10 0.28
H20 -3.02 -2.64 0.97
C11 -1.19 -0.84 -3.15
O7 -1.47 -0.29 -1.87
H21 -1.19 -0.15 -3.99
H22 -0.17 -1.18 -3.01
H23 -1.85 -1.68 -3.35
H24 -2.39 -0.01 -1.86
C12 1.09 -2.27 2.70
O8 0.39 -2.87 1.65
H25 1.99 -1.75 2.38
H26 0.58 -1.51 3.29
H27 1.41 -3.08 3.34
H28 0.23 -3.73 2.03

Output
- E_HOMO (alpha / beta) (eV) = -13.266 / -13.050
- E (a.u.) = -1821.61802
- 2S+1 = 3
- charge = +1
- maximum force (eV Å⁻¹) = 3.824
- ΔE to the lowest compared entry with this formula, charge and spin (eV) = 0.000
- HOMO-LUMO gap (alpha / beta) (Eh) = 0.401 / 0.251